a) # C3H4ClNO2S

2 unconnected molecules or ions with the total composition C3H4ClNO2S (the ωB97M-V functional and the def2-TZVPD basis, OMol25).

Last columns: bonded neighbours and bond lengths (Å).
Cartesian coordinates (Å):
1 O -0.693 1.972 1.926  C4 1.156
2 C -1.354 0.155 -1.206  H7 1.090, H8 1.041, H9 1.098, N11 1.485
3 Cl 3.597 -0.187 0.482  C6 1.736
4 C -0.895 1.542 0.872  O1 1.156, N11 1.194
5 O -0.043 -2.073 0.440  S12 1.454
6 C 1.906 -0.553 0.623  Cl3 1.736, H10 1.071, S12 1.696
7 H -0.955 0.474 -2.167  C2 1.090
8 H -2.395 0.179 -1.190  C2 1.041
9 H -1.018 -0.830 -0.856  C2 1.098
10 H 1.289 0.320 0.564  C6 1.071
11 N -0.811 1.158 -0.256  C2 1.485, C4 1.194
12 S 1.372 -2.156 0.768  O5 1.454, C6 1.696

Values from the calculation:
Multiplicity ... 1
HOMO (alpha / beta) ... -9.39 / -9.38 eV
HOMO-LUMO gap (alpha / beta) ... 8.38 / 8.38 eV

Atom charges from the Löwdin analysis, given in e for atoms 1 to 2:
1. O 0.15
2. C -0.05

b) # C3H4ClNO2S

2 unconnected molecules or ions with the total composition C3H4ClNO2S (the ωB97M-V functional and the def2-TZVPD basis, OMol25).

Last columns: bonded neighbours and bond lengths (Å).
Cartesian coordinates (Å):
1 S 0.152 1.191 0.444  O2 1.442, O4 1.445, C6 1.866
2 O -0.418 1.420 1.749  S1 1.442
3 H -1.992 0.250 -0.122  C6 1.083
4 O 0.466 2.334 -0.382  S1 1.445
5 H -0.689 -0.944 -0.366  C6 1.084
6 C -0.999 0.083 -0.520  S1 1.866, H3 1.083, H5 1.084, H8 1.083
7 H 2.734 0.271 1.874  C11 1.077
8 H -0.917 0.373 -1.561  C6 1.083
9 Cl 3.644 0.540 -0.328  C11 1.703
10 N 1.263 -2.197 0.419  C12 1.155
11 C 2.620 -0.105 0.871  H7 1.077, Cl9 1.703, C12 1.380
12 C 1.901 -1.258 0.631  N10 1.155, C11 1.380

Values from the calculation:
Multiplicity ... 1
HOMO (alpha / beta) ... -9.45 / -9.55 eV
HOMO-LUMO gap (alpha / beta) ... 7.53 / 7.62 eV

Atom charges from the Löwdin analysis, given in e for atoms 1 to 2:
1. S 0.72
2. O -0.36

Which of them is the most stable, and which is the least stable? a) and b), in that order.

a) # S2

S2 in the gas phase (the ωB97M-V functional and the def2-TZVPD basis, OMol25).

Last columns: bonded neighbours and bond lengths (Å).
Cartesian coordinates (Å):
1 S -0.642 0.588 0.438  S2 1.948
2 S 0.642 -0.588 -0.438  S1 1.948

Values from the calculation:
Multiplicity ... 1
HOMO ... -8.46 eV
HOMO-LUMO gap ... 5.75 eV

Electronic structure analysis, Löwdin charges in units of e:
1. S 0.00
2. S 0.00

b) # S2

2 unconnected molecules or ions with the total composition S2 (the ωB97M-V functional and the def2-TZVPD basis, OMol25).

Last columns: bonded neighbours and bond lengths (Å).
Cartesian coordinates (Å):
1 S -0.881 -1.179 0.674  no bonds
2 S 0.881 1.179 -0.674  no bonds

Values from the calculation:
Multiplicity ... 1
HOMO ... -9.68 eV
HOMO-LUMO gap ... 4.62 eV

Electronic structure analysis, Löwdin charges in units of e:
1. S 0.00
2. S 0.00

c) # S2

2 unconnected molecules or ions with the total composition S2 (the ωB97M-V functional and the def2-TZVPD basis, OMol25).

Last columns: bonded neighbours and bond lengths (Å).
Cartesian coordinates (Å):
1 S -1.210 0.727 -0.835  no bonds
2 S 1.210 -0.727 0.835  no bonds

Values from the calculation:
Multiplicity ... 1
HOMO ... -9.64 eV
HOMO-LUMO gap ... 4.55 eV

Electronic structure analysis, Löwdin charges in units of e:
1. S 0.00
2. S 0.00

Which of them is the most stable, and which is the least stable? a) and c), in that order.

a) # CHN2O2P

2 unconnected molecules or ions with the total composition CHN2O2P (the ωB97M-V functional and the def2-TZVPD basis, OMol25).

Last columns: bonded neighbours and bond lengths (Å).
Cartesian coordinates (Å):
1 O 2.087 -0.224 0.686  N3 1.180
2 N -0.956 2.102 -0.820  C6 1.137
3 N 1.265 -0.755 0.027  O1 1.180, O7 1.177
4 P -0.903 -0.155 1.011  H5 1.487, C6 1.775
5 H -1.874 -0.825 0.107  P4 1.487
6 C -0.872 1.263 -0.058  N2 1.137, P4 1.775
7 O 1.252 -1.406 -0.953  N3 1.177

Values from the calculation:
Multiplicity ... 1
HOMO (alpha / beta) ... -10.10 / -9.76 eV
HOMO-LUMO gap (alpha / beta) ... 7.93 / 7.71 eV

Atom charges from the Löwdin analysis, given in e for atoms 1 to 2:
1. O 0.05
2. N 0.08

b) # CHN2O2P

2 unconnected molecules or ions with the total composition CHN2O2P (the ωB97M-V functional and the def2-TZVPD basis, OMol25).

Last columns: bonded neighbours and bond lengths (Å).
Cartesian coordinates (Å):
1 P 0.372 0.548 0.811  C4 1.753, N5 1.873
2 H -0.369 -1.044 2.531  no bonds
3 O 1.808 -0.404 -1.143  N5 1.212
4 C -0.905 1.203 -0.196  P1 1.753, N6 1.156
5 N 0.774 -0.660 -0.563  P1 1.873, O3 1.212, O7 1.199
6 N -1.699 1.916 -0.638  C4 1.156
7 O 0.019 -1.560 -0.802  N5 1.199

Values from the calculation:
Multiplicity ... 1
HOMO (alpha / beta) ... -11.03 / -10.31 eV
HOMO-LUMO gap (alpha / beta) ... 8.22 / 8.52 eV

Atom charges from the Löwdin analysis, given in e for atoms 1 to 2:
1. P 0.98
2. H 0.08

Which of them is the most stable, and which is the least stable? a) and b), in that order.

a) # H3NP2

2 unconnected molecules or ions with the total composition H3NP2 (the ωB97M-V functional and the def2-TZVPD basis, OMol25).

Last columns: bonded neighbours and bond lengths (Å).
Cartesian coordinates (Å):
1 N -0.597 -0.433 -0.338  P2 1.531
2 P -1.570 0.287 0.600  N1 1.531, H6 1.436
3 H 1.542 -0.789 -0.491  P5 1.428
4 H 1.551 1.123 -0.286  P5 1.315
5 P 1.763 0.144 0.567  H3 1.428, H4 1.315
6 H -2.689 -0.332 -0.052  P2 1.436

Values from the calculation:
Multiplicity ... 1
HOMO (alpha / beta) ... -9.22 / -8.42 eV
HOMO-LUMO gap (alpha / beta) ... 8.22 / 7.45 eV

Atom charges from the Löwdin analysis, given in e for atoms 1 to 2:
1. N -0.53
2. P 0.56

b) # H3NP2

H3NP2 in the gas phase (the ωB97M-V functional and the def2-TZVPD basis, OMol25).

Last columns: bonded neighbours and bond lengths (Å).
Cartesian coordinates (Å):
1 P 0.099 0.308 1.615  N3 1.540, H4 1.437
2 H -0.386 -0.108 -1.885  P5 1.347
3 N -0.036 0.568 0.103  P1 1.540, P5 1.793
4 H -0.100 1.583 2.246  P1 1.437
5 P 0.574 -0.622 -1.092  H2 1.347, N3 1.793, H6 1.326
6 H -0.151 -1.728 -0.988  P5 1.326

Values from the calculation:
SMILES string ... [H]/P=N/P
Multiplicity ... 1
HOMO ... -9.14 eV
HOMO-LUMO gap ... 8.64 eV

Atom charges from the Löwdin analysis, given in e for atoms 1 to 2:
1. P 0.62
2. H -0.15

Which of them is the most stable, and which is the least stable? b) and a), in that order.

a) # C5H9NS2

C5H9NS2 in the gas phase (the ωB97M-V functional and the def2-TZVPD basis, OMol25).

Last columns: bonded neighbours and bond lengths (Å).
Cartesian coordinates (Å):
1 H -1.354 -2.461 0.226  C8 1.069
2 H -0.496 3.244 0.685  C15 1.170
3 H -0.735 1.913 1.724  C15 1.084
4 C -0.800 -0.408 0.056  S5 1.760, C8 1.342, N13 1.398
5 S -1.235 1.184 -0.554  C4 1.760, C15 1.861
6 C -3.168 -1.275 0.103  H7 1.146, C8 1.522, H12 1.200, H14 1.192
7 H -3.382 -0.211 -0.264  C6 1.146
8 C -1.655 -1.440 0.124  H1 1.069, C4 1.342, C6 1.522
9 C 1.644 0.013 -0.345  S10 1.694, H11 1.141, N13 1.353
10 S 3.211 -0.531 -0.001  C9 1.694
11 H 1.294 0.791 -1.103  C9 1.141
12 H -3.765 -2.147 -0.466  C6 1.200
13 N 0.573 -0.660 0.135  C4 1.398, C9 1.353, H17 1.080
14 H -3.461 -1.586 1.215  C6 1.192
15 C -0.279 2.096 0.758  H2 1.170, H3 1.084, S5 1.861, H16 1.175
16 H 0.891 2.000 0.802  C15 1.175
17 H 0.927 -1.296 0.933  N13 1.080

Values from the calculation:
SMILES string ... C/C=C(/NC=S)SC
Multiplicity ... 1
HOMO ... -8.24 eV
HOMO-LUMO gap ... 8.44 eV

Atom charges from the Löwdin analysis, given in e for atoms 1 to 2:
1. H 0.10
2. H 0.07

b) # C5H9NS2

2 unconnected molecules or ions with the total composition C5H9NS2 (the ωB97M-V functional and the def2-TZVPD basis, OMol25).

Last columns: bonded neighbours and bond lengths (Å).
Cartesian coordinates (Å):
1 C -0.003 0.962 1.657  S8 1.801, S9 1.679, C16 1.454
2 H 1.505 2.460 2.832  S9 1.427
3 C 0.348 -0.827 -0.941  C4 1.596, C6 1.496, H11 1.149, H17 1.063
4 C 0.037 -1.195 -2.463  C3 1.596, H7 1.038, H13 1.041, H15 1.123
5 N -2.524 0.446 1.955  C16 1.147
6 C -0.329 0.491 -0.737  C3 1.496, H10 1.087, H14 1.077
7 H 0.632 -0.488 -2.936  C4 1.038
8 S 1.222 -0.304 2.028  C1 1.801, H12 1.361
9 S 0.405 2.568 1.928  C1 1.679, H2 1.427
10 H 0.233 1.401 -0.931  C6 1.087
11 H 1.482 -0.695 -0.815  C3 1.149
12 H 0.334 -1.098 2.687  S8 1.361
13 H -0.988 -1.267 -2.630  C4 1.041
14 H -1.362 0.594 -0.452  C6 1.077
15 H 0.511 -2.161 -2.784  C4 1.123
16 C -1.391 0.555 1.809  C1 1.454, N5 1.147
17 H -0.112 -1.442 -0.206  C3 1.063

Values from the calculation:
Multiplicity ... 1
HOMO (alpha / beta) ... -7.95 / -7.91 eV
HOMO-LUMO gap (alpha / beta) ... 7.24 / 7.82 eV

Atom charges from the Löwdin analysis, given in e for atoms 1 to 2:
1. C -1.13
2. H -0.07

Which of them is the most stable, and which is the least stable? a) and b), in that order.

a) # C6H34N2O9

10 unconnected molecules or ions with the total composition C6H34N2O9 (the ωB97M-V functional and the def2-TZVPD basis, OMol25).

Last columns: bonded neighbours and bond lengths (Å).
Cartesian coordinates (Å):
1 H 0.446 -1.472 2.954  O4 0.955
2 C 1.098 -0.368 -0.402  H8 1.137, H25 1.098, C31 1.543, C36 1.509
3 H -0.233 4.018 0.250  O10 0.970
4 O 1.236 -2.001 2.860  H1 0.955, H11 0.971
5 O -2.512 -2.052 -0.981  H20 0.946, H48 1.028
6 H 0.672 -3.263 1.723  O44 0.967
7 O 1.191 4.083 -1.039  H37 0.964, H49 0.968
8 H 0.818 -0.888 0.569  C2 1.137
9 C 0.113 0.935 -2.330  H18 1.081, N27 1.498, C36 1.537, C47 1.538
10 O -1.130 3.651 0.249  H3 0.970, H50 0.958
11 H 1.386 -2.391 3.737  O4 0.971
12 O -1.902 1.738 1.974  H13 0.921, H33 1.038
13 H -2.745 1.662 1.608  O12 0.921
14 H 3.235 -0.438 0.119  C31 1.114
15 O -1.054 -0.592 2.961  H24 0.980, H26 0.948
16 H -1.663 2.004 -2.424  N27 1.006
17 H 2.396 0.075 2.447  N39 1.033
18 H 1.138 1.172 -2.576  C9 1.081
19 H -0.860 -3.536 1.441  O44 1.011
20 H -3.222 -2.554 -1.353  O5 0.946
21 H -0.027 -3.576 -0.464  O35 0.972
22 C 2.467 1.402 0.856  C31 1.545, N39 1.457, H42 1.114, H45 1.090
23 H -1.490 -0.426 -3.074  C47 1.132
24 H -1.318 0.242 2.518  O15 0.980
25 H 1.220 -1.222 -1.081  C2 1.098
26 H -1.416 -0.516 3.834  O15 0.948
27 N -0.683 2.180 -2.574  C9 1.498, H16 1.006, H30 1.015
28 H 2.799 0.723 -1.168  C31 1.078
29 H -0.219 0.002 -4.307  C47 1.115
30 H -0.590 2.448 -3.549  N27 1.015
31 C 2.478 0.302 -0.229  C2 1.543, H14 1.114, C22 1.545, H28 1.078
32 O -2.273 -2.619 1.639  H38 0.949, H46 0.964
33 H -1.503 2.489 1.378  O12 1.038
34 H 1.027 0.872 2.200  N39 1.007
35 O -0.278 -3.464 -1.396  H21 0.972, H40 0.965
36 C 0.000 0.569 -0.841  C2 1.509, C9 1.537, H41 1.089, H43 1.109
37 H 0.709 3.514 -1.651  O7 0.964
38 H -1.913 -1.834 2.031  O32 0.949
39 N 2.025 1.003 2.186  H17 1.033, C22 1.457, H34 1.007
40 H -0.363 -4.371 -1.715  O35 0.965
41 H -0.984 0.140 -0.655  C36 1.089
42 H 3.492 1.820 0.968  C22 1.114
43 H 0.002 1.491 -0.226  C36 1.109
44 O 0.080 -3.838 1.220  H6 0.967, H19 1.011
45 H 1.855 2.245 0.537  C22 1.090
46 H -2.474 -2.382 0.727  O32 0.964
47 C -0.390 -0.210 -3.226  C9 1.538, H23 1.132, H29 1.115, H51 1.139
48 H -1.646 -2.569 -1.178  O5 1.028
49 H 2.079 3.712 -0.950  O7 0.968
50 H -1.196 3.281 -0.631  O10 0.958
51 H 0.121 -1.194 -2.966  C47 1.139

Values from the calculation:
SMILES string ... C[C@@H](N)CCCCN.O.O.O.O.O.O.O.O.O
Multiplicity ... 1
HOMO ... -9.00 eV
HOMO-LUMO gap ... 9.44 eV

Atom charges from the Löwdin analysis, given in e for atoms 1 to 2:
1. H -0.02
2. C -0.20

b) # C6H34N2O9

10 unconnected molecules or ions with the total composition C6H34N2O9 (the ωB97M-V functional and the def2-TZVPD basis, OMol25).

Last columns: bonded neighbours and bond lengths (Å).
Cartesian coordinates (Å):
1 H -2.780 -1.273 -0.668  O32 0.982
2 H 3.464 -0.197 -1.274  O16 0.974
3 H -3.590 -2.547 -0.514  O32 0.959
4 H 1.239 4.249 1.192  C20 1.092
5 H 1.842 1.664 -1.081  C50 1.099
6 C 1.447 -2.005 0.030  H23 1.096, C37 1.511, N44 1.450, H45 1.093
7 H -1.837 1.713 -2.416  O18 0.971
8 H 0.802 0.228 1.360  C41 1.090
9 H -0.447 4.364 0.409  C20 1.077
10 H 0.495 2.180 2.461  O47 0.989
11 H -2.617 2.639 -1.531  O18 0.957
12 H 0.939 4.240 -0.580  C20 1.096
13 H -0.376 2.093 0.145  N31 1.018
14 O -0.888 -3.504 1.381  H25 0.961, H38 0.972
15 H -2.284 -0.685 3.640  O17 0.978
16 O 4.334 0.235 -1.198  H2 0.974, H34 0.956
17 O -1.902 -0.061 4.289  H15 0.978, H51 0.973
18 O -2.216 1.769 -1.523  H7 0.971, H11 0.957
19 H 2.815 -3.240 -1.127  C37 1.095
20 C 0.547 3.951 0.402  H4 1.092, H9 1.077, H12 1.096, N31 1.475
21 H 0.594 1.402 -3.801  O43 0.965
22 H 1.596 -4.061 -0.440  C37 1.092
23 H 0.423 -2.185 0.377  C6 1.096
24 H 0.765 -0.347 -1.059  N44 1.024
25 H -1.353 -4.342 1.455  O14 0.961
26 H -1.578 1.364 2.076  O28 0.977
27 H -0.769 0.930 -4.411  O43 0.965
28 O -2.445 0.996 1.814  H26 0.977, H42 0.967
29 O -3.570 -0.241 -0.308  H35 0.976, H49 0.952
30 H -0.152 -3.255 -2.132  C48 1.092
31 N 0.492 2.481 0.510  H13 1.018, C20 1.475, C50 1.441
32 O -2.684 -2.232 -0.481  H1 0.982, H3 0.959
33 H 2.565 2.254 0.225  C50 1.096
34 H 4.797 -0.271 -0.532  O16 0.956
35 H -3.014 0.259 0.320  O29 0.976
36 H 1.291 -3.935 -2.919  C48 1.089
37 C 1.741 -3.111 -0.958  C6 1.511, H19 1.095, H22 1.092, C48 1.511
38 H -1.193 -2.850 0.730  O14 0.972
39 H 2.614 0.221 1.021  C41 1.083
40 H 0.978 -2.181 -2.704  C48 1.097
41 C 1.608 0.344 0.637  H8 1.090, H39 1.083, N44 1.480, C50 1.549
42 H -2.990 1.034 2.612  O28 0.967
43 O -0.365 1.473 -3.722  H21 0.965, H27 0.965
44 N 1.541 -0.645 -0.462  C6 1.450, H24 1.024, C41 1.480
45 H 2.036 -2.127 0.942  C6 1.093
46 H 0.496 2.159 3.992  O47 0.965
47 O -0.017 1.845 3.237  H10 0.989, H46 0.965
48 C 0.932 -3.170 -2.232  H30 1.092, H36 1.089, C37 1.511, H40 1.097
49 H -3.826 0.419 -0.944  O29 0.952
50 C 1.620 1.752 -0.009  H5 1.099, N31 1.441, H33 1.096, C41 1.549
51 H -1.123 0.204 3.769  O17 0.973

Values from the calculation:
SMILES string ... CCCNCCNC.O.O.O.O.O.O.O.O.O
Multiplicity ... 1
HOMO ... -8.73 eV
HOMO-LUMO gap ... 8.78 eV

Atom charges from the Löwdin analysis, given in e for atoms 1 to 2:
1. H -0.08
2. H 0.00

Which of them is the most stable, and which is the least stable? a) and b), in that order.